Molecular formula: C38H39BrFeN10P
Method: DFT, the ωB97M-V functional and the def2-TZVPD basis

Structure (XYZ):
```
90
Properties=species:S:1:pos:R:3:forces:R:3
Br -3.870 6.410 -1.987 0.00 0.01 0.00
Fe -0.936 -0.112 0.197 -0.07 -0.36 -0.27
P 0.767 0.323 -1.462 -0.24 0.44 0.27
N 3.096 -0.580 -2.629 -0.02 -0.02 -0.03
N -2.167 -1.224 1.400 -0.14 0.29 -0.17
N 1.408 0.310 -4.160 0.03 0.01 -0.02
N -0.305 2.077 2.062 0.05 0.04 -0.06
N 0.493 -0.554 1.526 0.11 -0.20 -0.07
N -1.211 -1.807 -0.992 0.17 0.04 0.14
N -1.306 1.445 1.429 0.42 -0.06 -0.09
N 2.700 1.835 -2.748 -0.04 0.01 -0.05
N -1.733 -2.413 1.864 -0.08 0.00 0.11
N -2.292 0.588 -1.193 -0.40 -0.26 0.35
C 1.690 -1.866 3.233 -0.05 0.03 -0.11
C 0.275 0.161 -3.249 -0.04 0.01 0.02
C -2.283 -1.682 -1.795 0.03 -0.14 -0.01
C -2.154 2.845 2.962 0.03 -0.01 0.00
C 3.296 2.659 1.478 0.03 -0.01 0.07
C 3.723 1.340 1.347 -0.01 0.03 0.02
C -2.098 -3.943 -2.535 0.02 0.03 0.04
C -1.006 -4.078 -1.695 -0.04 0.02 -0.02
C 1.053 1.799 1.747 -0.01 0.00 0.05
C -3.893 -2.659 1.450 0.02 -0.01 -0.02
C -2.859 -0.344 -1.858 0.25 0.10 -0.27
C -4.317 3.609 -2.038 0.01 -0.01 0.00
C 1.721 1.900 -1.668 0.07 0.00 0.08
C -0.441 -2.598 2.481 0.01 0.04 -0.05
C -3.466 -1.366 1.159 -0.03 0.02 0.01
C -2.704 1.944 -1.380 -0.09 -0.05 -0.04
C -2.427 1.895 1.972 -0.02 0.08 -0.07
C 4.254 3.813 1.378 0.00 -0.01 0.00
C 3.668 0.763 -2.527 0.04 0.00 0.00
C -3.396 4.604 -1.748 0.01 0.01 0.00
C 1.808 -2.982 4.027 0.01 0.00 0.02
C -2.752 -2.720 -2.584 -0.02 -0.06 0.05
C 0.823 -3.965 4.055 0.02 -0.01 0.01
C 0.594 -1.639 2.364 -0.11 0.09 0.02
C -0.600 -2.987 -0.938 0.14 0.00 0.09
C -0.302 -3.724 3.294 -0.01 0.00 -0.02
C -1.793 2.953 -1.090 0.06 -0.03 -0.06
C -2.758 -3.294 1.895 0.02 -0.02 -0.05
C 2.425 -0.712 -3.919 0.01 0.00 -0.01
C -0.782 2.929 2.994 -0.04 -0.02 0.02
C 0.933 -5.177 4.939 0.01 0.00 0.00
C 1.938 2.867 1.677 -0.01 -0.02 0.12
C 2.042 1.623 -4.035 0.00 -0.03 0.01
C 2.830 0.281 1.377 0.03 0.05 0.21
C 2.184 -0.866 -1.526 0.00 -0.13 0.02
C 1.454 0.465 1.571 0.05 -0.08 0.06
C -2.131 4.281 -1.280 -0.01 0.00 -0.03
C -3.967 2.281 -1.858 -0.06 0.04 0.09
H -0.476 0.922 -3.482 0.00 0.00 -0.01
H 2.686 -3.086 4.654 0.00 0.00 0.00
H -0.114 3.495 3.619 0.00 0.01 0.00
H 3.958 4.633 2.031 0.00 0.00 0.00
H -2.856 3.376 3.578 0.00 0.01 0.00
H 4.118 0.886 -1.540 -0.01 0.00 -0.02
H -2.439 -4.773 -3.138 0.00 0.00 0.00
H -4.709 1.523 -2.070 -0.01 0.00 0.04
H -0.812 2.693 -0.720 -0.04 -0.01 0.05
H 3.178 -0.630 -4.704 0.00 0.00 0.00
H 5.263 3.509 1.652 0.00 0.00 0.00
H 2.469 -1.126 3.294 0.06 0.09 -0.04
H 4.452 0.851 -3.281 0.00 0.01 -0.01
H 1.555 3.875 1.791 0.00 0.01 -0.01
H 1.791 -1.877 -1.654 -0.03 -0.01 0.00
H 0.386 -6.024 4.524 -0.01 0.00 0.00
H 1.973 -5.479 5.059 0.00 0.00 0.00
H 2.216 2.148 -0.725 -0.04 -0.05 -0.16
H -2.631 -4.303 2.238 -0.02 0.00 0.01
H 2.792 1.708 -4.822 0.00 0.00 0.00
H -1.417 5.063 -1.061 0.00 0.01 0.01
H -1.115 -4.431 3.378 0.00 0.00 0.00
H -3.611 -2.567 -3.223 0.00 0.01 -0.01
H -3.382 1.532 1.629 0.00 0.00 0.00
H 4.293 4.201 0.358 0.00 0.00 -0.01
H 2.723 -0.848 -0.579 -0.10 -0.01 -0.28
H 1.291 2.401 -4.186 0.00 0.00 0.01
H -4.027 -0.542 0.748 -0.01 0.01 0.02
H 0.240 -3.056 -0.256 -0.03 0.01 -0.01
H 1.011 2.703 -1.889 0.03 0.01 0.02
H -0.468 -5.012 -1.616 0.00 -0.01 0.00
H 4.778 1.135 1.204 0.01 0.00 0.00
H 1.964 -1.701 -3.983 0.00 0.00 0.00
H 3.211 -0.726 1.266 -0.02 0.01 0.08
H -3.680 -0.176 -2.551 0.09 0.06 -0.09
H -0.185 -0.817 -3.422 -0.01 0.01 0.02
H -4.880 -3.076 1.358 -0.01 0.00 0.01
H 0.532 -4.979 5.935 0.00 0.00 0.00
H -5.302 3.870 -2.396 0.00 0.00 0.01
```
Positions in Å, forces in eV/Å.

Summary:
Frontier orbital gap (eV): 5.376
Charge: +1
DFT total energy (Ha): -6197.9278
Relative energy (zero: lowest compared OMol25 entry of this formula, charge and spin) (kcal per mole): 24.4
2S+1: 1
HOMO level (eV): -9.08

Molecular formula: C15H17N6OS5SbTc
Method: DFT, the ωB97M-V functional and the def2-TZVPD basis

Structure (XYZ):
```
46
Properties=species:S:1:pos:R:3:forces:R:3
Sb -5.381 -2.487 -1.028 -0.68 -1.63 -0.46
Tc -0.486 -0.277 0.047 0.43 0.91 0.74
S -3.933 -0.882 -0.528 -0.53 1.71 0.31
S -1.997 -1.547 -1.107 0.19 0.62 -0.81
S -2.168 0.914 1.187 -0.27 -0.19 0.07
S -3.636 -4.204 -1.222 -0.97 0.01 -0.52
S -2.218 -3.278 -0.166 1.15 -1.15 1.19
O 0.978 0.849 1.078 0.59 0.42 -0.18
N -3.225 0.423 3.585 0.01 0.14 -0.36
N 0.846 -1.870 0.011 -0.06 -0.42 -0.62
N 2.200 2.129 -0.339 -0.13 -0.07 0.06
N -1.541 -0.970 2.968 0.44 -0.51 -0.26
N -0.652 -1.253 1.972 -0.39 0.59 0.07
N -0.766 1.291 -1.398 0.13 0.16 -0.38
C 1.842 1.755 0.886 -0.38 -0.49 0.22
C 2.615 -3.043 -1.063 0.28 -0.22 0.09
C -2.206 2.672 -2.733 -0.12 0.35 -0.28
C 1.133 -2.492 1.174 -0.46 0.57 -0.01
C -2.003 1.685 -1.808 0.70 -0.33 0.17
C 0.228 -2.137 2.251 0.39 -0.25 -0.04
C 2.505 2.414 2.051 -0.18 0.10 0.02
C -1.105 3.326 -3.267 0.12 0.09 -0.09
C 2.936 -3.650 0.147 0.04 -0.10 0.02
C 0.166 2.937 -2.858 -0.05 0.32 -0.28
C 1.705 1.485 -1.539 -0.26 0.09 0.18
C -2.304 0.041 2.708 0.07 0.26 -0.05
C 1.557 -2.169 -1.102 -0.52 0.20 0.42
C 2.170 -3.376 1.275 0.69 -0.62 0.08
C 0.317 1.923 -1.939 -0.43 -0.17 0.28
H 2.434 1.770 2.920 0.02 -0.06 0.01
H 1.981 3.347 2.287 0.04 -0.07 -0.07
H 0.262 -2.584 3.234 0.02 -0.08 0.09
H 2.895 2.851 -0.432 0.13 0.09 0.01
H -3.830 1.202 3.406 -0.08 0.17 0.01
H -2.846 1.187 -1.360 0.01 0.00 0.04
H 1.253 -1.703 -2.033 -0.07 0.01 0.05
H 2.387 1.716 -2.346 0.14 -0.01 -0.14
H 3.762 -4.350 0.204 -0.07 0.07 0.01
H 1.051 3.423 -3.264 -0.20 -0.11 0.05
H 2.383 -3.851 2.227 -0.01 0.02 -0.11
H 3.547 2.649 1.843 0.00 0.02 -0.01
H -3.217 2.929 -3.030 0.14 -0.01 0.06
H -3.314 -0.062 4.458 0.05 -0.14 0.26
H -1.231 4.121 -3.999 0.03 -0.14 0.14
H 1.740 0.408 -1.388 0.07 -0.18 -0.01
H 3.167 -3.259 -1.969 -0.01 0.00 0.05
```
Positions in Å, forces in eV/Å.

Summary:
Frontier orbital gap (eV): 5.355
Charge: +3
DFT total energy (Ha): -3296.6823
Relative energy (zero: lowest compared OMol25 entry of this formula, charge and spin) (kcal per mole): 11.9
2S+1: 1
HOMO level (eV): -16.60

no.,maximum force (eV/Å)
1,0.60
2,2.02